[1]
{"formula": "C3H10N2O", "method": "wB97M-V/def2-TZVPD", "homo_energy_ha": [-0.2791, -0.3139], "homo_lumo_gap_ha": [0.2944, 0.3180], "e_tot_ev": -8295.4538, "spin_multiplicity": 1, "elements": ["C", "C", "C", "N", "N", "O", "H", "H", "H", "H", "H", "H", "H", "H", "H", "H"], "xyz": [[0.67017, -0.12124, 0.28339], [-1.99879, 0.37710, 0.24325], [0.94187, -0.93606, -0.95887], [-0.22117, 1.86991, -0.58808], [1.32139, -0.57932, 1.42356], [0.72517, 1.26766, 0.15957], [-0.28367, 1.33903, -1.46786], [-0.71211, -0.08837, 0.36918], [2.25106, -0.95820, 1.29618], [1.27391, 0.05902, 2.20500], [-2.40968, -0.58659, 0.54863], [-2.42771, 0.67004, -0.70721], [-2.15700, 1.12670, 1.00903], [0.67156, -1.97740, -0.78264], [2.00136, -0.88746, -1.23258], [0.35364, -0.57483, -1.80055]], "nbo_charge": [0.35, -0.74, -0.67, -0.31, -0.82, -0.32, 0.27, 0.19, 0.37, 0.39, 0.20, 0.21, 0.22, 0.23, 0.22, 0.22]}

---

[2]
{"formula": "C3H10N2O", "method": "wB97M-V/def2-TZVPD", "homo_energy_ha": -0.3223, "smiles": "CC=O.NCN", "homo_lumo_gap_ha": 0.3501, "e_tot_ev": -8298.3855, "spin_multiplicity": 1, "elements": ["C", "C", "O", "H", "H", "H", "H", "N", "C", "N", "H", "H", "H", "H", "H", "H"], "xyz": [[-0.74551, -1.22946, -0.59105], [-1.15239, -2.54445, 0.02095], [-0.76590, -2.83461, 1.15030], [-1.66895, -0.56997, -0.41017], [0.12913, -0.86190, -0.01175], [-0.44525, -1.37983, -1.64111], [-1.39715, -3.37834, -0.67643], [1.96775, 1.52334, -0.26943], [0.75393, 2.31017, -0.68431], [-0.27897, 2.17226, 0.39639], [2.26122, 2.09869, 0.59382], [1.58694, 0.48316, 0.17837], [0.52822, 1.88918, -1.66868], [0.89362, 3.32619, -1.00634], [-0.53821, 1.23606, 0.88805], [-0.18002, 2.74680, 1.18950]], "nbo_charge": [-0.72, 0.42, -0.52, 0.25, 0.22, 0.23, 0.12, -0.83, -0.07, -0.90, 0.34, 0.34, 0.18, 0.20, 0.37, 0.36]}

---

[3]
{"formula": "C3H10N2O", "method": "wB97M-V/def2-TZVPD", "homo_energy_ha": -0.3361, "smiles": "C=NC.NCO", "homo_lumo_gap_ha": 0.3633, "e_tot_ev": -8299.1837, "spin_multiplicity": 1, "elements": ["C", "N", "C", "H", "H", "H", "H", "H", "N", "C", "O", "H", "H", "H", "H", "H"], "xyz": [[-0.91971, -1.73165, -1.54725], [-0.87302, -0.60499, -0.98644], [-1.73794, 0.44272, -1.54652], [-1.25640, -1.91986, -2.57066], [-0.73535, -2.61871, -0.94094], [-1.77030, 1.26818, -0.84019], [-1.47653, 0.79751, -2.54492], [-2.73688, 0.02564, -1.67506], [0.39265, 0.13732, 2.19130], [1.53784, 0.75234, 1.58806], [1.52887, 0.72690, 0.16226], [0.40174, -0.86346, 2.27061], [-0.46984, 0.55675, 1.88666], [2.43977, 0.39280, 2.08189], [1.51413, 1.81056, 1.87688], [0.64912, 0.37409, -0.08074]], "nbo_charge": [-0.02, -0.44, -0.45, 0.14, 0.17, 0.21, 0.20, 0.20, -0.86, 0.09, -0.76, 0.37, 0.36, 0.16, 0.14, 0.49]}

---

[4]
{"formula": "C3H10N2O2", "method": "wB97M-V/def2-TZVPD", "homo_energy_ha": [0.0189, -0.1281], "homo_lumo_gap_ha": [0.1190, 0.2594], "s_squared": 0.75, "e_tot_ev": -10346.6067, "charge": -1, "spin_multiplicity": 2, "elements": ["O", "C", "C", "N", "C", "N", "H", "H", "H", "H", "H", "H", "H", "H", "H", "H", "O"], "xyz": [[-0.92015, -1.41642, 2.22488], [-1.01418, -0.15496, 2.20020], [-0.32519, 0.70179, 1.16500], [0.04553, 0.03909, -0.06270], [-0.05175, 0.94054, -1.20738], [0.39715, 0.36960, -2.45215], [-1.63667, 0.38268, 2.94355], [-1.03147, 1.50483, 0.93367], [0.57840, 1.15676, 1.64851], [-0.26557, -0.90141, -0.21491], [0.54882, 1.79980, -0.92238], [-1.10947, 1.18811, -1.34755], [-0.34647, 0.33420, -3.12832], [1.21043, 0.66969, -2.94615], [0.84233, -2.78744, 0.59269], [1.39568, -1.45705, 0.22529], [1.68256, -2.36979, 0.34774]], "nbo_charge": [-0.79, 0.02, -0.33, -0.69, -0.07, -0.86, 0.06, 0.16, 0.13, 0.38, 0.16, 0.14, 0.35, 0.36, 0.47, 0.49, -0.98]}

---

[5]
{"formula": "C3H10N2O2", "method": "wB97M-V/def2-TZVPD", "homo_energy_ha": [0.0151, -0.2088], "homo_lumo_gap_ha": [0.1374, 0.3603], "s_squared": 0.75, "e_tot_ev": -10347.7354, "charge": -1, "spin_multiplicity": 2, "elements": ["O", "C", "O", "H", "N", "C", "C", "N", "H", "H", "H", "H", "H", "H", "H", "H", "H"], "xyz": [[1.52133, 0.17432, -1.98101], [1.25099, -1.05576, -1.98467], [0.29978, -1.63074, -1.45450], [1.98566, -1.71061, -2.50610], [0.19969, 1.63804, -0.24576], [-0.78522, 0.73245, 0.37430], [-0.12112, -0.25970, 1.30398], [-0.94181, -1.44121, 1.55413], [0.93887, 1.88798, 0.44058], [0.70655, 1.07332, -1.05320], [-0.24785, 2.52965, -0.57543], [-1.54360, 1.32014, 0.89822], [-1.25585, 0.18664, -0.44304], [0.82511, -0.58861, 0.86311], [0.11437, 0.23195, 2.25508], [-1.08483, -1.91259, 0.66786], [-1.86208, -1.17527, 1.88644]], "nbo_charge": [-0.80, 0.65, -0.76, 0.03, -1.02, -0.43, -0.25, -0.84, 0.30, 0.45, 0.20, 0.16, 0.21, 0.21, 0.17, 0.37, 0.33]}

---

[6]
{"formula": "C3H10N2O2", "method": "wB97M-V/def2-TZVPD", "homo_energy_ha": [0.0298, -0.2338], "homo_lumo_gap_ha": [0.1012, 0.3614], "s_squared": 0.75, "e_tot_ev": -10347.1099, "charge": -1, "spin_multiplicity": 2, "elements": ["N", "C", "C", "N", "C", "O", "H", "H", "H", "H", "H", "H", "H", "H", "H", "H", "O"], "xyz": [[1.39342, -2.36678, -1.18217], [1.11153, -1.94826, 0.19076], [-0.21240, -1.19385, 0.23827], [-0.05169, 0.13024, -0.04638], [-1.15479, 0.97493, -0.48316], [-1.25617, -1.76614, 0.44505], [0.76063, -1.99400, -1.87313], [1.38672, -3.37058, -1.27404], [2.02413, -1.53162, 0.62866], [0.98689, -2.83690, 0.82662], [0.63766, 0.63941, 0.49352], [-1.60422, 0.51270, -1.36401], [-0.68731, 1.93621, -0.59046], [-1.97627, 0.99591, 0.23477], [0.06136, 3.72121, 0.68805], [-0.71895, 4.47404, 1.77179], [-0.70054, 3.62347, 1.29589]], "nbo_charge": [-0.84, -0.33, 0.65, -0.67, -0.48, -0.62, 0.36, 0.35, 0.19, 0.18, 0.37, 0.18, 0.20, 0.20, 0.27, 0.37, -1.38]}

---

[7]
{"formula": "C3H10N2O2", "method": "wB97M-V/def2-TZVPD", "homo_energy_ha": [0.0211, -0.1935], "homo_lumo_gap_ha": [0.1174, 0.3269], "s_squared": 0.75, "e_tot_ev": -10347.8666, "charge": -1, "spin_multiplicity": 2, "elements": ["C", "N", "C", "C", "N", "O", "H", "H", "H", "H", "H", "H", "H", "H", "H", "H", "O"], "xyz": [[-2.17609, -0.72208, 0.33565], [-0.86066, -0.79502, -0.29735], [-0.35607, 0.47447, -0.83035], [0.05378, 1.45482, 0.24317], [1.38960, 1.49598, 0.47287], [-0.72573, 2.19051, 0.83784], [-2.82368, -1.52382, -0.06432], [-2.68176, 0.21943, 0.17693], [-2.16407, -0.97123, 1.39835], [-0.16674, -1.16433, 0.34049], [-1.13719, 0.90528, -1.45439], [0.52336, 0.21667, -1.40707], [2.02699, 0.75197, 0.20534], [1.63803, 2.10491, 1.23735], [2.54322, -1.75906, -1.15269], [2.62332, -1.70232, 0.36056], [2.29368, -1.17617, -0.40236]], "nbo_charge": [-0.42, -0.63, -0.33, 0.65, -0.85, -0.67, 0.17, 0.20, 0.18, 0.37, 0.19, 0.22, 0.43, 0.38, 0.36, 0.30, -1.53]}

---

[8]
{"formula": "C3H10N2O2", "method": "wB97M-V/def2-TZVPD", "homo_energy_ha": -0.3402, "smiles": "CNC(=O)CN.O", "homo_lumo_gap_ha": 0.3660, "e_tot_ev": -10348.3007, "spin_multiplicity": 1, "elements": ["C", "N", "C", "O", "C", "N", "H", "H", "H", "H", "H", "H", "H", "H", "O", "H", "H"], "xyz": [[-0.12056, -1.44532, -1.41089], [0.23658, -1.59790, 0.00859], [0.76953, -0.52831, 0.67409], [1.35706, 0.33839, 0.06208], [0.60962, -0.50848, 2.17524], [-0.47800, -1.25098, 2.75821], [-1.12273, -1.83558, -1.53895], [-0.11837, -0.39756, -1.69155], [0.56669, -2.02172, -2.02745], [-0.26072, -2.35290, 0.44847], [0.49756, 0.54860, 2.40118], [1.51697, -0.76091, 2.69594], [-0.25914, -2.11320, 3.22614], [-1.30634, -1.28753, 2.18157], [-0.85232, 5.05726, -3.59135], [-0.17440, 5.73349, -3.49352], [-0.86143, 4.42266, -2.87780]], "nbo_charge": [-0.41, -0.63, 0.65, -0.62, -0.32, -0.85, 0.19, 0.23, 0.20, 0.39, 0.21, 0.22, 0.37, 0.36, -0.96, 0.48, 0.48]}

---

[9]
{"formula": "C3H10N2O2", "method": "wB97M-V/def2-TZVPD", "homo_energy_ha": -0.3550, "smiles": "CCNC(N)=O.O", "homo_lumo_gap_ha": 0.3832, "e_tot_ev": -10348.9947, "spin_multiplicity": 1, "elements": ["C", "C", "N", "C", "N", "O", "H", "H", "H", "H", "H", "H", "H", "H", "O", "H", "H"], "xyz": [[0.68986, 1.46221, -1.70780], [0.82617, 0.09823, -1.05533], [0.11671, 0.00905, 0.19161], [-0.10538, -1.11492, 0.92418], [-0.01732, -2.32667, 0.21147], [-0.47855, -1.09231, 2.08586], [0.29970, 2.30053, -1.13760], [0.09036, 1.40988, -2.61802], [1.63297, 1.75172, -2.17784], [0.52531, -0.67680, -1.76139], [1.89002, -0.07528, -0.86794], [-0.47837, 0.77669, 0.45501], [-0.33912, -3.08458, 0.79688], [0.87325, -2.56452, -0.20121], [-2.16330, 1.11217, 2.07732], [-1.73851, 0.27101, 2.22891], [-1.62379, 1.74359, 2.55588]], "nbo_charge": [-0.63, -0.22, -0.64, 0.80, -0.86, -0.67, 0.22, 0.22, 0.22, 0.20, 0.18, 0.42, 0.39, 0.38, -0.97, 0.49, 0.46]}

---

[10]
{"formula": "C3H10N2O2", "method": "wB97M-V/def2-TZVPD", "homo_energy_ha": -0.3560, "smiles": "C[C@@H](N)C(N)=O.O", "homo_lumo_gap_ha": 0.3828, "e_tot_ev": -10348.7420, "spin_multiplicity": 1, "elements": ["C", "C", "N", "C", "N", "O", "H", "H", "H", "H", "H", "H", "H", "H", "O", "H", "H"], "xyz": [[0.74067, 1.73490, 0.13420], [-0.30339, 0.75772, 0.65597], [-1.57039, 1.45897, 0.95459], [-0.57545, -0.38797, -0.29495], [-1.41842, -1.30772, 0.27850], [0.00566, -0.64418, -1.32967], [0.35871, 2.17742, -0.79030], [1.71987, 1.28842, -0.01856], [0.85714, 2.60106, 0.78096], [0.04099, 0.37173, 1.61402], [-2.32833, 1.39608, 0.28186], [-1.42386, 2.43940, 0.95433], [-1.72482, -2.15087, -0.15840], [-1.88348, -1.15660, 1.15924], [2.76940, -1.39288, -0.33568], [2.30647, -1.33560, -1.16604], [2.11636, -1.76506, 0.25930]], "nbo_charge": [-0.62, -0.15, -0.84, 0.67, -0.83, -0.61, 0.21, 0.24, 0.21, 0.20, 0.36, 0.36, 0.40, 0.40, -0.94, 0.48, 0.46]}

---

[11]
{"formula": "C3H10N2O2", "method": "wB97M-V/def2-TZVPD", "homo_energy_ha": -0.3187, "smiles": "NCNCC=O.O", "homo_lumo_gap_ha": 0.3377, "e_tot_ev": -10346.4441, "spin_multiplicity": 1, "elements": ["N", "C", "N", "C", "C", "O", "H", "H", "H", "H", "H", "H", "H", "H", "O", "H", "H"], "xyz": [[-0.21732, 1.88900, -0.47340], [-0.33345, 0.75978, -1.46495], [-0.14209, -0.54161, -0.81022], [-1.24700, -1.06088, -0.02571], [-0.91477, -1.62231, 1.36107], [-0.89700, -0.81327, 2.20638], [0.29906, 1.45030, 0.25540], [0.44376, 2.62886, -0.90736], [-1.38847, 0.75992, -1.76528], [0.43741, 0.97818, -2.31281], [0.69186, -0.35089, -0.18929], [-1.68228, -1.90641, -0.60132], [-2.04806, -0.36079, 0.11323], [-0.87947, -2.78666, 1.62816], [2.45804, 0.39195, 0.64663], [3.23877, 0.82349, 1.02577], [2.18102, -0.23865, 1.31372]], "nbo_charge": [-0.85, -0.05, -0.64, -0.32, 0.43, -0.51, 0.36, 0.35, 0.17, 0.18, 0.36, 0.18, 0.21, 0.11, -0.95, 0.48, 0.48]}

---

[12]
{"formula": "C3H10N2O2", "method": "wB97M-V/def2-TZVPD", "homo_energy_ha": -0.3455, "smiles": "CC(=O)NCN.O", "homo_lumo_gap_ha": 0.3707, "e_tot_ev": -10348.7431, "spin_multiplicity": 1, "elements": ["C", "C", "O", "N", "C", "N", "H", "H", "H", "H", "H", "H", "H", "H", "O", "H", "H"], "xyz": [[1.71296, -0.12855, -0.52072], [0.29428, 0.12472, -0.12784], [-0.55838, 0.63872, -0.85089], [-0.05373, -0.29173, 1.11968], [-1.41274, -0.28690, 1.62539], [-2.28039, -1.31013, 1.12998], [2.40591, -0.53407, 0.22407], [1.75930, -0.92881, -1.26335], [2.20136, 0.76719, -0.89247], [0.68677, -0.56720, 1.76611], [-1.35893, -0.38542, 2.70714], [-1.89817, 0.66566, 1.41353], [-2.36840, -2.16048, 1.63817], [-2.41077, -1.39659, 0.13292], [1.26088, 1.86438, -3.08409], [1.55417, 2.41775, -2.38394], [0.46589, 1.51147, -2.63368]], "nbo_charge": [-0.72, 0.68, -0.66, -0.62, -0.06, -0.86, 0.22, 0.25, 0.24, 0.39, 0.19, 0.20, 0.37, 0.38, -0.94, 0.45, 0.49]}

---

[13]
{"formula": "C3H10N2O2", "method": "wB97M-V/def2-TZVPD", "homo_energy_ha": -0.2528, "homo_lumo_gap_ha": 0.2840, "e_tot_ev": -10341.4689, "spin_multiplicity": 1, "elements": ["C", "C", "C", "N", "N", "O", "O", "H", "H", "H", "H", "H", "H", "H", "H", "H", "H"], "xyz": [[0.68170, -0.76466, 2.31880], [0.63514, -2.56539, -0.76145], [-0.65900, -0.25095, 0.28930], [-0.59238, 2.52510, -1.21807], [0.27901, -0.88443, 0.97950], [1.22580, -1.64927, 0.34031], [-1.95821, 2.00070, -0.99530], [1.33195, -1.58178, 2.58798], [-2.40198, 2.50723, -1.69564], [-0.01407, -0.33881, 3.01392], [-0.23216, -3.11795, -0.37061], [1.30295, -3.37064, -0.81670], [0.45695, -2.06843, -1.68409], [-1.30896, 0.23040, 0.98907], [-0.64399, -0.28521, -0.77335], [-0.03705, 1.71934, -0.99811], [-0.37960, 3.06189, -0.31683]], "nbo_charge": [-0.44, -0.27, -0.39, -0.52, 0.06, -0.36, -0.61, 0.20, 0.47, 0.19, 0.20, 0.20, 0.19, 0.22, 0.21, 0.33, 0.33]}

---

[14]
{"formula": "C3H10N2O2", "method": "wB97M-V/def2-TZVPD", "homo_energy_ha": -0.3518, "smiles": "CCNC(N)=O.O", "homo_lumo_gap_ha": 0.3760, "e_tot_ev": -10348.3835, "spin_multiplicity": 1, "elements": ["C", "C", "N", "C", "N", "O", "H", "H", "H", "H", "H", "H", "H", "H", "O", "H", "H"], "xyz": [[1.44456, -0.41199, -0.85376], [0.37941, -1.24615, -0.06026], [-0.59026, -0.32678, 0.47885], [-1.88861, -0.53931, 0.97335], [-2.15263, -1.84461, 1.41932], [-2.61073, 0.40550, 1.19126], [2.09696, -0.19691, -0.00663], [1.01771, 0.51095, -1.21392], [1.91970, -0.99228, -1.63302], [-0.13693, -1.98973, -0.67975], [0.85940, -1.91253, 0.66554], [-0.68372, 0.64724, 0.22646], [-2.61793, -1.78744, 2.32448], [-1.26646, -2.28238, 1.62780], [1.58501, 3.73829, -1.61959], [0.85851, 3.57183, -0.99903], [1.78601, 4.65629, -1.84109]], "nbo_charge": [-0.60, -0.21, -0.66, 0.79, -0.84, -0.64, 0.21, 0.21, 0.22, 0.18, 0.18, 0.40, 0.39, 0.36, -0.97, 0.48, 0.49]}